{"formula": "C15H12BrNO3S", "method": "the ωB97M-V functional and the def2-TZVPD basis", "species": ["C", "H", "H", "H", "S", "C", "N", "C", "C", "C", "C", "C", "O", "O", "C", "C", "O", "C", "C", "C", "C", "C", "C", "H", "H", "H", "H", "Br", "H", "H", "H", "H", "H"], "positions_angstrom": [[5.176756, 1.127043, -0.902701], [5.042974, 0.551743, -1.811539], [5.766548, 2.016876, -1.094079], [5.640553, 0.515094, -0.137631], [3.555382, 1.708748, -0.312994], [2.782943, 0.178506, -0.070343], [3.485683, -0.915761, -0.345683], [2.921721, -2.094219, -0.182620], [1.618395, -2.272185, 0.265301], [0.875694, -1.143183, 0.561394], [1.453127, 0.111990, 0.399791], [0.731854, 1.360468, 0.651257], [1.201798, 2.461262, 0.489255], [-0.535478, 1.151566, 1.065521], [-1.375658, 2.288444, 1.145323], [-2.789442, 1.934845, 0.710975], [-3.716246, 2.676609, 0.903908], [-2.948450, 0.568991, 0.128913], [-2.283100, 0.121349, -1.008392], [-2.433677, -1.181133, -1.455523], [-3.255315, -2.053234, -0.763816], [-3.945989, -1.616825, 0.355094], [-3.797999, -0.313304, 0.791608], [-4.331923, 0.041042, 1.660348], [-4.601537, -2.289720, 0.885812], [-3.362745, -3.070069, -1.109133], [-1.908650, -1.504305, -2.341193], [-1.195518, 1.302311, -2.037314], [-0.972481, 3.095619, 0.517363], [-1.411009, 2.661180, 2.176156], [-0.142302, -1.219188, 0.913906], [1.202783, -3.260341, 0.377803], [3.551318, -2.940211, -0.426765]], "atomic_forces_ev_per_a": [[-0.5195, -0.0207, 0.1933], [0.1331, -0.0528, -0.0632], [0.0165, 0.1319, -0.0021], [0.1429, -0.0523, -0.0378], [0.8687, 0.4588, -0.3112], [-0.3016, -0.1057, 0.1258], [0.2597, 0.1927, -0.0869], [-0.3614, -0.3038, 0.1108], [0.0198, 0.0350, 0.0000], [0.1532, 0.1072, -0.0438], [0.2702, -0.2757, -0.1117], [-0.1131, 0.3801, 0.0232], [-0.3662, -0.1892, 0.1604], [0.0158, -0.1796, 0.1821], [0.0810, 0.8083, 0.1029], [0.4079, -0.1576, -0.0150], [0.0876, 0.0208, 0.0682], [-0.3033, -0.2918, -0.3027], [-0.0247, 0.0490, -0.0478], [0.1155, 0.1492, -0.0726], [-0.0565, 0.0095, 0.0802], [-0.0138, -0.0731, -0.0009], [0.1091, 0.1160, -0.0833], [-0.0616, 0.0338, 0.0831], [-0.0574, -0.0648, 0.0495], [-0.0153, -0.0898, -0.0356], [0.0314, -0.0128, -0.0732], [-0.1699, -0.1333, 0.0965], [-0.1884, -0.1714, 0.1369], [-0.0298, -0.0732, -0.1512], [-0.0731, -0.0011, 0.0078], [-0.0224, -0.0949, 0.0098], [-0.0345, -0.1489, 0.0085]], "lumo_energy_ev": 0.184, "smiles": "CSc1ncccc1C(=O)OCC(=O)c1ccccc1Br", "e_tot_ha": -3831.49002, "homo_ev": -8.4, "total_charge": 0}